(1)
{
  "formula": "C14H26N5V",
  "method": "ωB97M-V/def2-TZVPD",
  "homo_ev": [-16.0, -16.0],
  "e_tot_ha": -1766.09581,
  "spin_multiplicity": 3,
  "molar_mass_da": 315.34,
  "charge": 2,
  "s_squared": 2.11,
  "orbital_gap_ha": [0.2945, 0.2717],
  "elements": ["C", "H", "H", "H", "C", "H", "H", "C", "H", "H", "H", "C", "C", "C", "C", "C", "C", "C", "C", "C", "C", "V", "H", "H", "H", "H", "H", "H", "H", "H", "H", "H", "H", "H", "H", "H", "H", "N", "N", "N", "C", "N", "N", "H", "H", "H"],
  "positions_angstrom": [[-2.366757, 0.046598, -0.683663], [-2.714805, -0.582691, 0.176602], [-2.858494, 1.035176, -0.595972], [0.505602, -0.121702, 1.603762], [-2.520996, -0.616994, -2.036873], [-1.780612, -0.195023, -2.745884], [-2.299148, -1.691873, -1.917452], [-3.928858, -0.453142, -2.654201], [-3.939525, -0.863292, -3.673748], [-4.687075, -0.989391, -2.064424], [-4.188705, 0.616150, -2.692563], [1.854592, 0.706066, 0.462496], [1.271441, 0.890220, -0.808613], [0.111658, 1.748403, -0.655888], [-0.178814, 1.852197, 0.740788], [0.805529, 1.016039, 1.500576], [1.057577, 1.301964, 3.007932], [-1.220808, 2.771346, 1.277609], [-0.540304, 2.470861, -1.800875], [1.901665, 0.550256, -2.114591], [3.107664, -0.026438, 0.771262], [-0.492052, -0.069405, 0.191103], [-1.430964, 2.583172, 2.337013], [-0.862146, 3.808216, 1.160035], [-2.154554, 2.681712, 0.698836], [0.124212, 1.651259, 3.454908], [1.342136, 0.370747, 3.522853], [1.842979, 2.056156, 3.096089], [3.315243, -0.803111, 0.012613], [3.998184, 0.624716, 0.837585], [2.992689, -0.530037, 1.745946], [1.197309, 0.634320, -2.952136], [2.759024, 1.203635, -2.339014], [2.269253, -0.484980, -2.105376], [-1.635651, 2.414582, -1.762837], [-0.270584, 3.539182, -1.841268], [-0.217080, 2.042441, -2.757909], [1.663958, -4.104355, 2.803518], [1.041879, -3.603450, 1.670140], [1.479956, -3.975288, 0.444365], [0.929282, -3.020753, -0.326453], [0.320190, -2.053869, 0.401034], [0.446504, -2.399734, 1.710842], [1.115066, -3.904108, 3.629782], [1.864354, -5.086472, 2.682800], [0.969988, -3.039304, -1.410747]],
  "forces_ev_per_angstrom": [[0.4789, 1.1026, 1.0137], [-0.0740, 0.0193, -0.1060], [0.1146, -0.5948, -0.1075], [0.0434, 0.8080, 1.0048], [0.3222, -0.4004, -0.2568], [-0.2603, -0.1711, 0.2259], [0.0060, 0.2984, -0.2636], [0.0626, 0.0327, 0.1479], [0.0029, 0.1664, 0.3218], [0.2460, 0.2509, -0.1505], [-0.0189, -0.3876, -0.0531], [-0.4964, -0.6996, -0.9439], [1.3404, 0.7820, 0.9499], [-0.1495, 1.8287, 0.8268], [-0.3646, 0.9798, -1.4653], [1.0264, 0.7945, 0.9298], [0.2103, -0.2043, -0.6219], [-0.1794, 0.2345, 0.2511], [-0.1264, 0.0538, -0.1997], [0.1656, -0.4835, -0.4477], [-0.0121, -0.7882, 0.1616], [-2.3339, -4.6453, -2.4702], [-0.0609, 0.1541, -0.3123], [-0.1878, -0.2888, 0.1803], [0.3151, 0.0810, 0.2885], [0.2528, 0.0401, -0.0161], [0.0806, 0.4853, -0.1620], [-0.1949, -0.0954, 0.2068], [0.0164, 0.4309, 0.2465], [-0.4911, -0.0466, -0.0756], [0.2427, 0.2025, -0.2675], [0.2086, -0.0296, 0.2882], [-0.2729, -0.1554, 0.1546], [0.0480, 0.2475, -0.0458], [0.3078, 0.0796, 0.0748], [0.0391, -0.3421, 0.2752], [-0.1705, 0.1169, 0.2889], [-0.3911, 0.3211, -0.4773], [1.3107, 2.2066, -0.6714], [-1.9967, 1.0686, 0.6711], [0.3310, -0.2972, 0.6331], [0.4133, -0.8150, 1.1223], [0.3523, -2.0703, -1.3242], [-0.1770, -0.0542, 0.0070], [-0.0607, -0.2499, -0.0996], [0.0812, 0.0337, 0.2675]]
}

---

(2)
{
  "formula": "C22H33N2O3S2",
  "method": "ωB97M-V/def2-TZVPD",
  "homo_ev": -11.4,
  "e_above_lowest_ev": 0.000,
  "smiles": "CC(C)(C)c1ccc(S(=O)(=O)N(CCC[NH+]2CCOCC2)Cc2cccs2)cc1",
  "e_tot_ha": -1989.48247,
  "molar_mass_da": 437.65,
  "charge": 1,
  "orbital_gap_ha": 0.3395,
  "elements": ["C", "C", "C", "C", "C", "C", "C", "C", "S", "O", "O", "N", "C", "C", "C", "N", "C", "C", "O", "C", "C", "C", "C", "C", "C", "C", "S", "C", "C", "H", "H", "H", "H", "H", "H", "H", "H", "H", "H", "H", "H", "H", "H", "H", "H", "H", "H", "H", "H", "H", "H", "H", "H", "H", "H", "H", "H", "H", "H", "H", "H", "H"],
  "positions_angstrom": [[-5.272989, -2.629652, -1.001061], [-4.919637, -1.691523, 0.155610], [-5.707123, -0.385700, -0.024239], [-5.328756, -2.373462, 1.469363], [-3.439581, -1.359450, 0.208739], [-2.948740, -0.576033, 1.256734], [-1.608937, -0.256770, 1.351569], [-0.743630, -0.711345, 0.373776], [0.977480, -0.309946, 0.490756], [1.493139, -0.492047, 1.816873], [1.724753, -1.020901, -0.542193], [1.248470, 1.293894, 0.084340], [1.730133, 2.206388, 1.100247], [3.161677, 1.851367, 1.531977], [4.102053, 1.541191, 0.366283], [4.129538, 0.120380, -0.064212], [4.703504, -0.788570, 0.956371], [4.680120, -2.225447, 0.425083], [5.394615, -2.330837, -0.779789], [4.830871, -1.506846, -1.765500], [4.881984, -0.038316, -1.330537], [0.440131, 1.792094, -1.011455], [-0.964511, 2.174637, -0.653589], [-1.412921, 2.960352, 0.365192], [-2.816784, 3.117853, 0.365426], [-3.415192, 2.461622, -0.658456], [-2.281573, 1.626375, -1.639770], [-1.192475, -1.483012, -0.677802], [-2.536418, -1.806566, -0.752356], [-6.339037, -2.841178, -0.976854], [-5.048043, -2.175460, -1.962994], [-4.743747, -3.575506, -0.915428], [-5.499456, 0.320315, 0.775216], [-6.773230, -0.596885, -0.025489], [-5.448225, 0.077943, -0.973525], [-6.373407, -2.668948, 1.418953], [-4.728364, -3.264865, 1.635920], [-5.207968, -1.713074, 2.322832], [-3.618594, -0.211100, 2.018449], [-1.228818, 0.329078, 2.173289], [1.713045, 3.209267, 0.668451], [1.092232, 2.195358, 1.989790], [3.115777, 1.013467, 2.223341], [3.560209, 2.707289, 2.077870], [3.810175, 2.141405, -0.498308], [5.126101, 1.808495, 0.641591], [3.153611, -0.237498, -0.256261], [4.106278, -0.741390, 1.865942], [5.730630, -0.476559, 1.162257], [5.167495, -2.895063, 1.134511], [3.636087, -2.538922, 0.283939], [5.421985, -1.654506, -2.670245], [3.786151, -1.792082, -1.956036], [4.437250, 0.593458, -2.099740], [5.919651, 0.262999, -1.163075], [0.418721, 0.994529, -1.759113], [0.961832, 2.652113, -1.449946], [-0.775337, 3.427219, 1.093326], [-3.348704, 3.704644, 1.091502], [-4.455857, 2.428802, -0.909513], [-0.489671, -1.830432, -1.418314], [-2.868666, -2.415694, -1.575222]],
  "forces_ev_per_angstrom": [[0.0905, 0.1555, 0.1888], [-0.2315, -0.0507, -0.0185], [0.0900, -0.1754, 0.0332], [0.0650, 0.0678, -0.1482], [0.1442, -0.0844, -0.1283], [0.2332, 0.0758, 0.0146], [-0.1321, 0.0808, 0.2035], [0.7648, -0.0059, -0.1015], [0.3955, 0.2705, -0.2998], [-0.4266, 0.1300, 0.3329], [-0.8690, -0.3346, -0.2542], [-0.4318, -0.8929, 0.2466], [0.3273, -0.1268, 0.6528], [-0.1024, 0.0770, -0.0198], [-0.0750, 0.6487, 0.3475], [-0.2804, -0.0173, -0.0595], [0.2426, -0.7487, 0.3601], [-0.0859, 0.1367, 0.2102], [0.1688, -0.1006, -0.0293], [-0.0216, 0.2476, -0.0745], [0.3116, -0.4853, -0.6348], [-0.1624, 0.0788, -0.4452], [-0.4031, 0.0301, -0.3344], [0.1910, -0.0900, -0.1678], [-0.1458, 0.0281, 0.0058], [0.1501, -0.1813, -0.2950], [0.1779, 0.4564, 0.5144], [0.1625, -0.1112, -0.1248], [0.0071, -0.0054, 0.1066], [-0.0933, -0.0164, -0.0004], [0.0358, -0.0005, -0.1510], [0.0588, -0.1337, -0.0540], [0.0062, 0.1165, 0.0894], [-0.1393, -0.0091, -0.0022], [0.0008, 0.0993, -0.1120], [-0.1264, -0.0233, 0.0114], [0.0405, -0.1134, 0.0567], [0.0102, 0.0621, 0.1317], [-0.0839, 0.0360, 0.0882], [-0.0496, 0.0965, 0.1457], [-0.0731, -0.0761, -0.0370], [0.0135, 0.1921, -0.0561], [0.1157, 0.1465, 0.0616], [0.0865, -0.0468, 0.0196], [0.1208, -0.1163, -0.0648], [-0.0539, -0.1045, -0.1353], [0.5032, 0.2652, -0.0493], [0.0207, 0.1139, -0.0768], [-0.0981, 0.0804, -0.0472], [-0.1237, 0.1258, 0.0416], [0.1166, -0.0420, 0.0442], [-0.1325, 0.1283, 0.0241], [0.1098, -0.0130, -0.0605], [-0.0503, 0.0687, 0.1202], [-0.1285, 0.0633, 0.0627], [0.0148, 0.1887, -0.1757], [0.0088, -0.2047, 0.0145], [0.1707, 0.0819, 0.1444], [-0.1434, 0.1051, 0.1165], [-0.2565, 0.0100, -0.0141], [0.0277, -0.0769, -0.1315], [-0.0636, -0.0770, -0.0862]]
}

---

(3)
{
  "formula": "C5H14NO2",
  "method": "ωB97M-V/def2-TZVPD",
  "homo_ev": -14.0,
  "e_above_lowest_ev": 2.171,
  "e_tot_ha": -403.86157,
  "molar_mass_da": 120.17,
  "charge": 1,
  "orbital_gap_ha": 0.3469,
  "elements": ["C", "C", "C", "C", "N", "C", "H", "H", "H", "H", "H", "H", "H", "H", "H", "H", "H", "H", "O", "H", "H", "O"],
  "positions_angstrom": [[-0.367292, 3.096414, -0.964223], [0.533211, 1.854092, -0.981987], [0.130968, 0.902708, 0.082686], [-0.229744, -0.351419, -0.116027], [-0.308162, -1.339312, 0.873573], [-0.533387, -2.577350, 0.630773], [0.064296, 4.012821, -1.336752], [-1.328935, 2.933332, -1.364763], [-0.540202, 3.297392, 0.097293], [0.539186, 1.393242, -1.960739], [1.595019, 2.056441, -0.883709], [0.180116, 1.265272, 1.106455], [-0.479549, -0.635074, -1.131063], [0.005543, -1.152399, 1.845105], [-0.709924, -2.901552, -0.393938], [-0.489652, -3.306839, 1.426201], [-0.161153, -3.120581, -3.008362], [1.028314, -2.545870, -2.290999], [0.314829, -3.184783, -2.169134], [0.972806, -0.112479, 3.655586], [-0.253784, 0.669109, 3.419055], [0.037506, -0.253168, 3.464963]],
  "forces_ev_per_angstrom": [[1.1438, 0.1494, 1.7953], [-0.5236, 0.2182, -0.8654], [0.4080, 0.0528, 0.8643], [-0.1593, 0.4043, -1.1586], [0.2822, -1.3101, 0.5937], [-0.1928, 0.0663, -0.5169], [0.2441, -0.0176, -0.5021], [-0.9673, -0.3317, -0.7899], [-0.1283, 0.2771, 0.0399], [-0.4388, -0.4305, -0.3195], [0.1673, 0.4878, 0.5976], [0.3276, 0.0421, 0.0011], [0.1946, -0.6573, 0.1254], [-0.5182, 0.8770, -0.1317], [-0.0835, 0.0917, 0.1537], [0.0262, 0.1366, 0.1987], [-0.0496, -0.2737, 0.0857], [0.1541, -0.1834, 0.0727], [-0.0490, 0.4665, -0.3282], [0.2045, -0.3929, 0.2858], [-0.4890, -0.1930, 0.0797], [0.4469, 0.5206, -0.2813]]
}

---

(4)
{
  "formula": "C4H12S",
  "method": "ωB97M-V/def2-TZVPD",
  "homo_ev": -8.5,
  "e_above_lowest_ev": 0.142,
  "smiles": "CSC.CC",
  "e_tot_ha": -557.76520,
  "molar_mass_da": 92.21,
  "orbital_gap_ha": 0.3489,
  "elements": ["C", "S", "C", "H", "H", "H", "H", "H", "H", "C", "C", "H", "H", "H", "H", "H", "H"],
  "positions_angstrom": [[0.805287, -0.819571, -1.751180], [-0.464628, -1.217886, -0.542933], [0.194340, -2.725997, 0.191079], [0.363571, -0.139222, -2.467583], [1.638772, -0.338792, -1.253022], [1.199855, -1.692131, -2.276402], [-0.168543, -3.615542, -0.305181], [-0.143511, -2.736943, 1.229254], [1.285036, -2.719863, 0.203459], [-0.728190, 3.402643, 1.224968], [0.467926, 2.463898, 1.229342], [-0.848044, 3.876677, 0.242607], [-1.640123, 2.856621, 1.452569], [-0.576419, 4.247667, 1.900178], [0.300871, 1.691044, 0.472388], [0.541867, 1.985728, 2.203926], [1.428180, 2.953940, 1.042918]],
  "forces_ev_per_angstrom": [[0.2990, -0.2259, 0.0932], [-0.2141, -0.0782, -0.0749], [0.1207, 0.1996, 0.4347], [-0.0157, 0.1347, -0.1472], [0.1728, 0.2084, 0.0152], [-0.3060, -0.0251, 0.0092], [-0.0214, -0.1665, -0.1900], [0.0148, -0.0907, -0.0906], [-0.0606, 0.0514, -0.0498], [0.4287, 0.6687, -0.5275], [-0.1453, -0.1912, -0.0366], [-0.0860, -0.2396, 0.0415], [-0.0888, 0.1427, 0.1519], [-0.2268, -0.2217, 0.2752], [0.2626, -0.0374, 0.1822], [0.0849, -0.2049, 0.0195], [-0.2186, 0.0757, -0.1060]]
}